No. 1
Molecular formula: C3H7NO2
Method: DFT, ωB97M-V/def2-TZVPD

For the HOMO-LUMO gap (spin up / spin down), the calculation gives 9.2 / 9.2 eV. Its multiplicity is 1. For the HOMO energy (spin up / spin down), the calculation gives -8.26 / -8.26 eV. Its energy relative to the best compared isomer or geometry (same formula, charge and spin) is 479.4 kJ/mol.

CARTESIAN COORDINATES (ANGSTROEM)
N1 -1.0012 -1.4118 -0.9290
C1 -0.6122 -0.1422 -1.2702
O1 -1.4729 0.7514 -0.9043
C2 0.1012 1.1974 -0.1830
C3 1.1770 0.3826 0.5411
O2 0.6550 -0.5037 1.4939
H1 -0.5615 -2.1843 -1.4089
H2 -1.9857 -1.5334 -0.6893
H3 -0.4778 1.7234 0.5820
H4 0.5080 1.8683 -0.9332
H5 1.8303 -0.1161 -0.1864
H6 1.7706 1.1209 1.0999
H7 0.1315 -1.1576 1.0038

---

No. 2
Molecular formula: CHF3O3S
Method: DFT, ωB97M-V/def2-TZVPD

For the HOMO-LUMO gap (spin up / spin down), the calculation gives 8.5 / 8.5 eV. Its multiplicity is 1. For the HOMO energy (spin up / spin down), the calculation gives -11.87 / -11.87 eV. Its energy relative to the best compared isomer or geometry (same formula, charge and spin) is 290.7 kJ/mol.

CARTESIAN COORDINATES (ANGSTROEM)
C1 -0.1620 1.0927 -1.0359
O1 1.0560 -1.8383 0.3141
O2 0.6508 -0.6554 2.4930
O3 -0.3698 0.9261 0.1980
F1 -0.8740 0.1098 -1.7654
F2 -0.4838 2.2586 -1.5754
F3 1.1375 0.7964 -1.3176
S1 0.2513 -1.0864 1.1975
H1 -1.2058 -1.6034 1.4918

---

No. 3
Molecular formula: C7H39NO12
Method: DFT, ωB97M-V/def2-TZVPD

For the HOMO-LUMO gap (spin up / spin down), the calculation gives 10.2 / 5.6 eV. Its multiplicity is 2. For the HOMO energy (spin up / spin down), the calculation gives -13.02 / -13.02 eV. Its energy relative to the best compared isomer or geometry (same formula, charge and spin) is 161.8 kJ/mol. The total charge is +1.

CARTESIAN COORDINATES (ANGSTROEM)
C1 0.4127 0.3625 0.5538
C2 -0.6773 1.3298 0.0316
C3 -0.9926 2.4050 1.0926
C4 -0.3080 3.5342 0.9220
C5 -0.0545 -1.1052 0.3941
N1 -0.0854 -1.6750 -0.9509
C6 1.3104 -1.8783 -1.5404
C7 -0.7872 -2.9190 -1.0248
H1 0.6629 0.5962 1.5883
H2 1.3754 0.5228 0.0633
H3 -1.5432 0.6639 -0.1415
H4 -0.4377 1.8045 -0.9214
H5 -1.6775 2.0997 1.8676
H6 -0.0828 4.4161 1.4909
H7 0.3259 3.5401 0.0270
H8 0.4903 -1.8979 0.9682
H9 -1.0134 -1.3094 0.8895
H10 1.2949 -2.7034 -2.2461
H11 1.6677 -0.9124 -1.8766
H12 2.0190 -2.1574 -0.7337
H13 -0.1735 -3.8053 -0.9410
H14 -1.5549 -3.0396 -0.2621
H15 -1.4341 -3.0510 -1.8847
H16 -5.0036 -0.7753 0.4990
H17 -4.4939 0.1713 1.5380
O1 -4.8477 -0.7288 1.4636
H18 2.6203 0.9892 2.5895
H19 3.7739 -0.1003 2.5271
O2 3.4135 0.7008 2.1338
H20 -0.2128 0.1587 -2.4005
H21 3.2530 0.9154 -2.5417
O3 2.7871 0.9679 -3.3812
H22 1.5990 2.9944 -2.0323
H23 2.6159 1.8874 -3.6466
O4 1.4281 3.2517 -2.9500
H24 0.6721 1.9749 3.9556
H25 1.5859 3.0946 3.4065
O5 1.4039 2.1430 3.3344
H26 -4.7012 -1.5408 -1.6779
H27 -3.3254 -0.7942 -1.5404
O6 -4.2463 -0.7848 -1.2938
H28 -2.3973 -0.6711 3.0187
H29 -3.5168 -1.6445 2.5858
O7 -2.6472 -1.5992 3.0366
H30 -0.8489 -0.3821 -4.8184
H31 -2.2509 -0.6157 -4.0591
O8 -1.5916 -0.9577 -4.6389
H32 1.3830 -2.0663 3.3760
H33 1.2798 -0.5786 2.9957
O9 1.9158 -1.2699 3.2309
H34 0.5314 3.0400 -3.1708
H35 1.0495 0.7283 -3.1816
O10 0.0542 0.6968 -3.1304
H36 -1.2088 -2.5394 2.5125
H37 -0.4569 -3.4199 3.4925
O11 -0.3157 -2.9328 2.6656
H38 3.6632 1.0490 0.0369
H39 4.4153 2.2895 -0.5379
O12 3.8827 1.5277 -0.7629

---

No. 4
Molecular formula: CH10F3O8PtS
Method: DFT, ωB97M-V/def2-TZVPD

For the HOMO-LUMO gap (spin up / spin down), the calculation gives 3.5 / 8.5 eV. Its multiplicity is 4. For the HOMO energy (spin up / spin down), the calculation gives -4.06 / -9.23 eV. Its energy relative to the best compared isomer or geometry (same formula, charge and spin) is 24.4 kJ/mol.

CARTESIAN COORDINATES (ANGSTROEM)
Pt1 -0.1206 -0.0171 -1.0665
C1 0.6056 -0.0798 3.6231
F1 0.1949 -0.2233 4.8740
F2 1.3537 1.0130 3.4577
F3 1.2685 -1.1734 3.3316
S1 -0.8686 0.0845 2.3664
O1 -0.2927 -0.0550 1.0393
O2 -1.8249 -0.9932 2.7824
O3 -1.4862 1.3572 2.6234
O4 -1.9347 -1.0747 -1.5419
H1 -2.2286 -1.7847 -2.1127
H2 -2.6134 -1.0106 -0.8699
O5 1.7201 1.0236 -0.4141
H3 1.9777 1.8628 -0.7955
H4 2.4896 0.7373 0.0780
O6 0.6713 -1.9879 -0.9083
H5 0.1412 -2.7572 -1.1164
H6 1.5585 -2.2284 -1.1755
O7 -0.9888 2.0289 -1.3046
H7 -1.8555 2.4341 -1.2762
H8 -0.3792 2.7667 -1.3186
O8 0.7124 0.1648 -3.0963
H9 1.4741 0.5018 -3.5681
H10 0.4257 -0.5895 -3.6112

---

No. 5
Molecular formula: C56H60N3O4
Method: DFT, ωB97M-V/def2-TZVPD

For the HOMO-LUMO gap, the calculation gives 4.0 eV. Its multiplicity is 1. For the HOMO energy, the calculation gives -8.89 eV. The total charge is +1.

CARTESIAN COORDINATES (ANGSTROEM)
C1 6.9822 -5.1027 1.5013
O1 7.5697 -3.8852 1.8929
C2 6.6570 -2.8916 2.2701
C3 5.2759 -3.0088 2.1614
C4 4.4238 -2.0012 2.5805
C5 2.9356 -2.1809 2.4842
C6 2.3095 -2.8125 3.7316
C7 2.8694 -4.1950 4.0023
O2 4.0272 -4.4867 4.2108
N1 1.8165 -5.0782 3.9623
C8 2.0633 -6.4954 4.1637
C9 0.4841 -4.4395 3.7272
C10 -0.1105 -4.9649 2.4253
C11 -0.4126 -4.7095 4.9324
N2 0.8275 -2.9710 3.6069
C12 -0.0318 -1.9200 3.4455
C13 -1.3954 -2.0679 3.3096
C14 -2.3268 -1.0596 3.1417
C15 -3.7268 -1.2902 3.0153
C16 -4.6133 -0.2113 2.8370
C17 -5.9663 -0.4187 2.7146
C18 -6.4825 -1.7036 2.7655
C19 -5.6335 -2.7817 2.9393
C20 -4.2813 -2.5851 3.0616
C21 4.9607 -0.8614 3.1518
C22 6.3360 -0.6917 3.2803
O3 6.9449 0.4236 3.8695
C23 6.0582 1.4644 4.2019
C24 7.1909 -1.7095 2.8157
O4 8.5876 -1.5663 2.9416
C25 9.0193 -2.0534 4.1823
H1 7.7736 -5.8251 1.3007
H2 6.3488 -5.4819 2.3036
H3 6.4014 -4.9551 0.5911
H4 4.8462 -3.9225 1.7956
H5 2.4597 -1.2152 2.2821
H6 2.7060 -2.8097 1.6182
H7 2.5076 -2.1823 4.6077
H8 3.1363 -6.6524 4.2757
H9 1.5635 -6.8450 5.0655
H10 1.7133 -7.0689 3.3068
H11 0.5985 -4.8217 1.6118
H12 -0.3263 -6.0296 2.5017
H13 -1.0333 -4.4534 2.1589
H14 0.0925 -4.3988 5.8451
H15 -1.3593 -4.1769 4.8775
H16 -0.6314 -5.7735 5.0140
H17 0.3804 -0.9285 3.4238
H18 -1.7670 -3.0677 3.3348
H19 -1.9836 -0.0434 3.1005
H20 -4.2205 0.7890 2.7997
H21 -6.6297 0.4190 2.5808
H22 -7.5435 -1.8621 2.6719
H23 -6.0348 -3.7822 2.9804
H24 -3.6419 -3.4376 3.1970
H25 4.2900 -0.1042 3.5119
H26 6.6321 2.3067 4.5885
H27 5.5175 1.7847 3.3114
H28 5.3635 1.1271 4.9713
H29 10.1022 -1.9469 4.2561
H30 8.5366 -1.4787 4.9756
H31 8.7462 -3.1076 4.2635
C26 -0.6540 3.8312 -8.6737
C27 0.2461 3.7254 -7.6374
C28 -0.1789 3.2890 -6.3995
C29 -1.5119 2.9780 -6.1455
C30 -1.9881 2.5494 -4.7332
C31 -2.5178 1.1065 -4.7567
C32 -2.3267 0.2824 -5.8561
C33 -2.7673 -1.0239 -5.8580
C34 -3.3860 -1.5454 -4.7423
C35 -3.5782 -0.7480 -3.6337
C36 -3.1616 0.5679 -3.6507
C37 -0.7891 2.6506 -3.7684
C38 -0.2650 1.5352 -3.1284
C39 0.8010 1.6398 -2.2590
C40 1.3772 2.8674 -2.0151
C41 0.8881 3.9864 -2.6535
C42 -0.1765 3.8758 -3.5265
C43 -3.1437 3.5101 -4.2435
C44 -4.4870 3.3016 -4.9880
C45 -5.6214 3.4382 -3.9550
C46 -4.9441 3.5647 -2.5849
N3 -3.4813 3.3823 -2.7867
C47 -2.5783 3.6658 -1.7722
C48 -2.7406 3.3575 -0.4704
C49 -1.8021 3.7248 0.5677
C50 -1.9520 3.1953 1.8516
C51 -1.1069 3.5651 2.8738
C52 -0.0892 4.4702 2.6416
C53 0.0828 4.9993 1.3781
C54 -0.7589 4.6337 0.3525
C55 -2.3868 3.0470 -7.2231
C56 -1.9687 3.4747 -8.4682
H32 -0.3279 4.1804 -9.6400
H33 1.2833 3.9781 -7.7916
H34 0.5508 3.1853 -5.6175
H35 -1.8257 0.6708 -6.7239
H36 -2.6152 -1.6370 -6.7314
H37 -3.7026 -2.5764 -4.7355
H38 -4.0425 -1.1598 -2.7519
H39 -3.3280 1.1874 -2.7889
H40 -0.7015 0.5692 -3.3049
H41 1.1876 0.7579 -1.7751
H42 2.2080 2.9516 -1.3329
H43 1.3269 4.9517 -2.4582
H44 -0.5598 4.7602 -4.0066
H45 -2.7937 4.5378 -4.3938
H46 -4.6011 4.0164 -5.8110
H47 -4.5105 2.2965 -5.4216
H48 -6.2528 4.3089 -4.1705
H49 -6.2848 2.5661 -3.9859
H50 -5.1139 4.5552 -2.1518
H51 -5.3089 2.8290 -1.8624
H52 -1.6707 4.1548 -2.0589
H53 -3.5946 2.7658 -0.1899
H54 -2.7524 2.5010 2.0366
H55 -1.2466 3.1554 3.8604
H56 0.5683 4.7661 3.4435
H57 0.8710 5.7103 1.1938
H58 -0.6264 5.0803 -0.6160
H59 -3.4027 2.7166 -7.1129
H60 -2.6696 3.5223 -9.2863

---

No. 6
Molecular formula: C6H15N
Method: DFT, ωB97M-V/def2-TZVPD

For the HOMO-LUMO gap, the calculation gives 9.5 eV. Its multiplicity is 1. For the HOMO energy, the calculation gives -8.38 eV. Its energy relative to the best compared isomer or geometry (same formula, charge and spin) is 83.5 kJ/mol. Its SMILES is CCCN(C)CC.

CARTESIAN COORDINATES (ANGSTROEM)
C1 0.0489 -2.0651 0.2225
C2 -0.2927 -2.1977 -1.2414
C3 -0.4796 -0.8038 0.9138
N1 -0.3393 0.3927 0.0965
C4 1.0438 0.8349 0.0910
C5 1.3082 2.2295 -0.4735
C6 -1.3114 1.3888 0.4971
H1 1.1303 -2.0903 0.3861
H2 -0.2738 -2.9282 0.8074
H3 -1.3791 -2.2831 -1.3618
H4 0.0766 -3.1263 -1.6719
H5 0.0078 -1.3194 -1.8142
H6 0.1019 -0.6772 1.8337
H7 -1.5225 -0.9769 1.1996
H8 1.4535 0.8187 1.1210
H9 1.6431 0.0979 -0.4431
H10 2.3074 2.5221 -0.1354
H11 0.6559 2.9727 -0.0162
H12 1.2091 2.2552 -1.5543
H13 -2.3071 0.9790 0.3737
H14 -1.1664 1.7594 1.5309
H15 -1.2543 2.2743 -0.1210